Here is a molecular structure, C26H19BF4IrN4 at a distorted geometry from the OMol25 dataset. Energies are from ωB97M-V with the def2-TZVPD basis set.

As for the largest force on an atom: 1.29 eV/A. The value obtained for the energy relative to the best compared isomer or geometry (same formula, charge and spin) is 0.000 eV. As for the charge: +1. The value obtained for the molar mass is 666.49 g/mol. As for the HOMO-LUMO gap: 0.2717 Ha.

```
55
Properties=species:S:1:pos:R:3:forces:R:3
Ir 0.007976 -0.061585 -0.177046 0.43 -1.13 -0.45
C -1.516889 1.807946 -3.793520 0.01 -0.02 -0.01
C -2.842516 1.417769 -3.759281 -0.02 -0.01 0.01
C -3.272505 0.568591 -2.749036 0.01 -0.03 -0.04
C -2.367237 0.132390 -1.803087 0.03 0.02 0.04
N -1.065553 0.518116 -1.846791 0.03 0.24 0.09
C -0.658285 1.338211 -2.814934 0.03 -0.10 -0.05
C -2.733276 -0.741199 -0.661562 0.03 0.03 -0.01
C -3.866217 -1.521281 -0.537725 -0.04 0.04 0.04
C -3.988046 -2.327623 0.588105 -0.01 0.00 -0.03
C -2.975161 -2.386065 1.530658 0.03 -0.02 0.02
C -1.845363 -1.607531 1.338736 0.00 -0.03 -0.01
N -1.794380 -0.781151 0.290788 0.10 0.33 0.04
C -0.589846 -1.653544 2.127946 0.00 0.03 -0.02
C -0.433220 -2.434667 3.253403 -0.01 0.01 0.00
C 0.791310 -2.450573 3.903136 0.02 0.00 0.00
C 1.821222 -1.666926 3.419338 -0.01 0.02 0.03
C 1.605320 -0.908277 2.283903 -0.02 0.00 -0.01
N 0.439427 -0.912176 1.641465 -0.02 0.05 0.07
H -1.141703 2.470191 -4.559833 0.00 0.00 0.00
H -3.541530 1.775265 -4.502776 0.00 -0.01 0.00
H -4.306506 0.261380 -2.687010 0.00 0.01 -0.01
H 0.388389 1.609324 -2.796054 -0.01 0.03 0.02
H -4.623726 -1.527357 -1.307643 -0.01 -0.01 0.01
H -4.863156 -2.951291 0.706613 0.00 0.00 0.00
H -3.045442 -3.064523 2.366893 0.00 -0.01 0.00
H -1.252405 -3.039248 3.612431 0.00 0.00 0.01
H 0.934647 -3.071484 4.776469 0.00 0.01 0.01
H 2.786980 -1.641981 3.902230 0.00 0.00 -0.01
H 2.380841 -0.281707 1.865665 0.01 -0.04 -0.02
C 4.164411 -0.416759 -1.227009 -0.01 -0.04 -0.04
C 4.680475 0.809989 -0.832516 -0.03 0.03 0.02
C 3.823001 1.788472 -0.361128 0.02 -0.01 -0.08
C 2.462619 1.522900 -0.291413 -0.06 0.01 0.07
N 1.980143 0.314571 -0.660590 0.02 0.15 0.07
C 2.806208 -0.633891 -1.123594 0.02 0.01 -0.09
C 1.423073 2.425024 0.209067 -0.05 0.01 -0.04
C 1.622975 3.781002 0.460894 0.04 -0.04 0.03
C 0.573900 4.562863 0.908205 0.00 0.01 0.00
C -0.676486 3.988355 1.106385 -0.01 0.00 0.02
C -0.882412 2.639864 0.848426 0.05 -0.02 0.04
C 0.158932 1.837767 0.389723 -0.43 0.11 0.19
H 4.796739 -1.207493 -1.602876 0.02 0.01 0.01
H 5.744369 0.998573 -0.884974 0.00 0.00 -0.01
H 4.196859 2.748934 -0.037281 0.02 -0.01 -0.01
H 2.355355 -1.575312 -1.404040 -0.02 -0.01 0.06
H 2.595536 4.227946 0.295465 -0.01 0.02 0.02
H 0.725577 5.616310 1.098913 0.00 0.00 0.01
H -1.497212 4.597758 1.462681 0.00 0.00 0.00
H -1.862534 2.206815 1.013228 -0.02 0.02 -0.02
F 1.553438 -3.272414 0.290927 -0.05 0.04 0.00
B 0.490690 -3.497455 -0.587060 0.16 -0.10 0.19
F -0.611930 -4.014218 0.073279 -0.03 0.08 0.02
F 0.859215 -4.191743 -1.700649 -0.04 0.03 0.01
F 0.083885 -2.126844 -1.055531 -0.16 0.27 -0.16
```
Forces are in eV/Å.

From a natural (NBO) analysis of the wavefunction, the atomic charges in e read: atom 1 (Ir): 1.013, atom 2 (C): -0.224, atom 3 (C): -0.125, atom 4 (C): -0.199, atom 5 (C): 0.177, atom 6 (N): -0.403, atom 7 (C): 0.094, atom 8 (C): 0.189, atom 9 (C): -0.193, atom 10 (C): -0.122, atom 11 (C): -0.177, atom 12 (C): 0.217, atom 13 (N): -0.385, atom 14 (C): 0.173, atom 15 (C): -0.183, atom 16 (C): -0.118, atom 17 (C): -0.214, atom 18 (C): 0.102, atom 19 (N): -0.398, atom 20 (H): 0.247, atom 21 (H): 0.243, atom 22 (H): 0.238, atom 23 (H): 0.225, atom 24 (H): 0.240, atom 25 (H): 0.244, atom 26 (H): 0.241, atom 27 (H): 0.236, atom 28 (H): 0.242, atom 29 (H): 0.245, atom 30 (H): 0.219, atom 31 (C): -0.249, atom 32 (C): -0.126, atom 33 (C): -0.234, atom 34 (C): 0.219, atom 35 (N): -0.445, atom 36 (C): 0.068, atom 37 (C): -0.189, atom 38 (C): -0.162, atom 39 (C): -0.224, atom 40 (C): -0.175, atom 41 (C): -0.280, atom 42 (C): -0.010, atom 43 (H): 0.247, atom 44 (H): 0.237, atom 45 (H): 0.235, atom 46 (H): 0.253, atom 47 (H): 0.215, atom 48 (H): 0.228, atom 49 (H): 0.224, atom 50 (H): 0.209, atom 51 (F): -0.567, atom 52 (B): 1.358, atom 53 (F): -0.557, atom 54 (F): -0.533, atom 55 (F): -0.585